Density functional theory data (wB97M-V/def2-TZVPD) for an isolated molecule of C21H16N2O4S.

As for the highest occupied orbital energy: -7.74 eV. As for the spin multiplicity: 1. For the orbital gap, the calculation gives 7.84 eV. Its electronic energy is -44042.573 eV. Its SMILES is COc1cc(NC(=O)c2cccs2)ccc1NC(=O)c1cc2ccccc2o1. The calculation puts the LUMO energy at 0.11 eV.

Element x y z (Å)
C 0.6093 3.0876 -0.0173
H 1.2308 3.1877 -0.9113
O -0.0799 1.8580 -0.0046
C 0.6595 0.7039 0.0040
C 2.0410 0.6661 0.0028
C 2.7045 -0.5596 0.0117
C 1.9719 -1.7413 0.0226
C 0.5904 -1.7078 0.0239
C -0.0825 -0.4949 0.0142
N -1.4721 -0.3730 0.0134
C -2.4137 -1.3598 0.0140
O -2.1746 -2.5495 0.0175
C -3.7968 -0.8278 0.0101
C -4.2925 0.4476 0.0398
C -5.7098 0.3251 0.0205
C -6.7806 1.2200 0.0329
C -8.0557 0.7040 0.0034
C -8.2849 -0.6751 -0.0379
C -7.2454 -1.5813 -0.0507
C -5.9578 -1.0643 -0.0207
O -4.7977 -1.7451 -0.0259
H -7.4129 -2.6455 -0.0823
H -9.3019 -1.0361 -0.0603
H -8.9029 1.3733 0.0119
H -6.6056 2.2845 0.0646
H -3.7440 1.3678 0.0737
H -1.7815 0.5883 0.0056
H 0.0207 -2.6213 0.0317
H 2.4828 -2.6927 0.0298
N 4.0981 -0.6481 0.0093
C 5.0229 0.3542 -0.0017
O 4.7638 1.5436 -0.0086
C 6.4187 -0.1122 -0.0050
C 7.5170 0.7049 -0.0143
C 8.7338 -0.0018 -0.0166
C 8.5543 -1.3493 -0.0091
S 6.8964 -1.7840 0.0008
H 9.2963 -2.1232 -0.0088
H 9.7006 0.4683 -0.0234
H 7.4311 1.7761 -0.0191
H 4.4508 -1.5960 0.0150
H 2.6273 1.5676 -0.0051
H 1.2332 3.2048 0.8730
H -0.1623 3.8562 -0.0237

Forces on atoms 1 to 6 (eV/Å):
0.10 0.29 0.00
-0.02 -0.02 0.04
-0.06 -0.57 0.01
-0.11 -0.36 0.00
-0.03 0.27 0.00
-0.54 -0.03 0.00


Density functional theory data (wB97M-V/def2-TZVPD) for C21H17AsClF12N3O4PtS2 as an isolated structure.

As for the highest occupied orbital energy (alpha / beta): -11.26 / -11.89 eV. As for the spin multiplicity: 6. For the orbital gap (alpha / beta), the calculation gives 7.92 / 4.82 eV. Its charge is +1. Its electronic energy is -165591.822 eV. The calculation puts the LUMO energy (alpha / beta) at -3.34 / -7.07 eV.

Element x y z (Å)
Pt 0.5941 -0.2617 -0.6353
C -2.3207 -1.4234 0.0527
N -1.0351 -1.7143 -0.5943
C -0.7310 -2.8693 -1.0612
C 0.5995 -3.0391 -1.5670
C 1.2805 -4.1744 -2.0938
C 2.5540 -3.7656 -2.3355
C 2.6226 -2.3640 -1.9477
N 1.4569 -1.9545 -1.5080
C -3.2903 -2.5686 0.0601
C -4.2099 -2.7163 -0.9734
C -5.0740 -3.8013 -0.9897
C -5.0193 -4.7440 0.0276
C -4.1046 -4.5998 1.0619
C -3.2406 -3.5145 1.0803
H -2.7293 -0.5489 -0.4588
H -2.0592 -1.1108 1.0673
H -1.4323 -3.6982 -1.0452
H 0.8531 -5.1512 -2.2476
H 3.3760 -4.3419 -2.7266
H 3.4797 -1.7080 -1.9857
H -4.2574 -1.9743 -1.7630
H -5.7938 -3.9071 -1.7903
H -5.6960 -5.5881 0.0184
H -4.0678 -5.3295 1.8597
H -2.5258 -3.3971 1.8864
F 2.8819 2.8373 -4.1461
C 1.8474 3.3592 -3.5052
F 0.7189 2.9227 -4.0522
F 1.8934 4.6785 -3.5721
S 1.9269 2.8259 -1.7408
O 1.8693 1.3707 -1.8027
O 3.1164 3.4086 -1.2057
N 0.6443 3.5121 -1.1378
S -0.5963 2.8652 -0.4581
O -0.3237 1.5685 0.1763
O -1.2734 3.8069 0.3684
C -1.7740 2.4489 -1.8167
F -2.0226 3.5141 -2.5513
F -2.8984 1.9882 -1.2850
F -1.2388 1.4916 -2.5842
F 0.6587 -0.5893 1.5701
As 1.1390 -2.0405 2.6099
F 1.1276 -2.9863 1.1503
F -0.5552 -2.3312 2.7757
F 1.5732 -3.3707 3.5694
F 1.0981 -0.9408 3.9348
F 2.7722 -1.5944 2.2775
Cl 0.0698 2.2314 3.5810
C 1.0750 3.2647 2.7342
C 0.5787 4.5759 2.4311
C 1.3430 5.4786 1.7290
C 2.6057 5.0800 1.3164
C 3.1205 3.7885 1.6218
C 2.3825 2.8330 2.3279
C 2.8987 1.5653 2.6045
H -0.4199 4.8224 2.7642
H 0.9578 6.4578 1.4889
H 3.2278 5.7508 0.7386
H 4.1152 3.5368 1.2818
H 2.3422 0.8258 3.1581
H 3.8890 1.3101 2.2567

Forces on atoms 1 to 6 (eV/Å):
-0.03 0.08 -0.05
0.00 0.00 0.00
0.00 -0.05 0.03
-0.01 0.01 0.00
-0.01 0.00 0.01
0.02 0.00 0.00


Density functional theory data (wB97M-V/def2-TZVPD) for C21H17BaCl3GeN7OS2Se as an isolated structure.

As for the highest occupied orbital energy (alpha / beta): -13.92 / -13.93 eV. As for the spin multiplicity: 2. For the orbital gap (alpha / beta), the calculation gives 7.29 / 6.26 eV. Its charge is +2. Its electronic energy is -216317.046 eV. The calculation puts the LUMO energy (alpha / beta) at -6.63 / -7.67 eV.

Element x y z (Å)
Ba 0.7518 -0.1871 -0.6233
S -4.5754 5.6950 1.7720
N -3.4718 5.7108 0.6012
C -2.8840 4.5259 0.6093
C -1.8283 4.1058 -0.2863
C -1.2843 4.9266 -1.2761
C -0.2794 4.4320 -2.0736
C 0.1565 3.1266 -1.8680
N -0.3517 2.3325 -0.9327
C -1.3258 2.8063 -0.1394
C -1.8425 1.9090 0.9111
N -1.2749 0.6968 1.0209
C -1.7088 -0.1335 1.9619
C -2.7307 0.1898 2.8473
C -3.3139 1.4328 2.7549
C -2.8660 2.3210 1.7753
C -3.3918 3.6579 1.6062
N -4.3463 4.2069 2.3391
H -1.6592 5.9347 -1.3957
H 0.1743 5.0336 -2.8485
H 0.9509 2.7246 -2.4899
H -1.2133 -1.0979 2.0314
H -3.0457 -0.5278 3.5914
H -4.1049 1.7393 3.4268
Se -0.6198 -4.5019 -1.2699
N -1.5313 -4.5603 -2.7821
C -1.5208 -3.3449 -3.2931
C -2.1436 -2.9471 -4.5125
C -2.0336 -1.6417 -4.8657
C -1.3139 -0.7283 -4.0357
N -0.7216 -1.0390 -2.9129
C -0.8237 -2.3479 -2.5256
N -0.2707 -2.7561 -1.3965
H -2.6780 -3.6695 -5.1142
H -2.4835 -1.2712 -5.7755
H -1.2415 0.3083 -4.3469
O 2.7648 -1.2119 0.5042
S 4.0914 -1.8547 0.8987
C 3.8526 -2.3763 2.6349
C 3.7765 -3.9043 2.6679
C 3.2057 -4.3423 1.3244
C 4.0008 -3.5563 0.2915
H 2.9147 -1.8972 2.9171
H 4.6528 -1.9534 3.2389
H 3.1711 -4.2366 3.5099
H 4.7745 -4.3250 2.7976
H 2.1450 -4.0846 1.2550
H 3.3031 -5.4150 1.1633
H 3.5885 -3.5208 -0.7159
H 5.0341 -3.9069 0.2297
Cl 3.7372 1.4209 3.2872
Ge 2.5317 2.0339 1.6432
Cl 3.7152 2.1645 -0.1505
Cl 1.5874 3.9041 2.0184

Forces on atoms 1 to 6 (eV/Å):
0.09 -0.09 -0.21
0.08 -0.02 0.03
-0.03 0.06 -0.05
-0.10 0.00 0.07
0.11 -0.21 0.00
-0.06 0.02 0.05


Density functional theory data (wB97M-V/def2-TZVPD) for C21H17BaCl3GeN7OS2Se as an isolated structure.

As for the highest occupied orbital energy (alpha / beta): -13.60 / -13.60 eV. As for the spin multiplicity: 2. For the orbital gap (alpha / beta), the calculation gives 6.71 / 5.65 eV. Its charge is +2. Its electronic energy is -216317.201 eV. The calculation puts the LUMO energy (alpha / beta) at -6.89 / -7.95 eV.

Element x y z (Å)
Ba 0.2614 0.5163 -0.2672
S 7.1389 -4.2353 0.1980
N 6.9742 -2.6379 0.1226
C 5.6820 -2.3833 0.0188
C 5.0826 -1.0849 -0.0856
C 5.8503 0.0836 -0.1098
C 5.2043 1.2944 -0.2139
C 3.8130 1.2979 -0.2826
N 3.0653 0.2039 -0.2548
C 3.6765 -0.9915 -0.1682
C 2.8481 -2.2014 -0.1712
N 1.5114 -2.0681 -0.2811
C 0.7786 -3.1713 -0.3098
C 1.2911 -4.4641 -0.2294
C 2.6522 -4.6200 -0.1097
C 3.4528 -3.4742 -0.0817
C 4.8813 -3.5544 0.0240
N 5.5903 -4.6650 0.1298
H 6.9270 0.0116 -0.0481
H 5.7490 2.2261 -0.2406
H 3.2864 2.2442 -0.3532
H -0.2927 -3.0301 -0.4071
H 0.6248 -5.3137 -0.2628
H 3.1152 -5.5944 -0.0421
Se -2.7401 -1.3032 -2.9187
N -3.9128 -2.0912 -1.8772
C -3.5273 -1.9454 -0.6231
C -4.1909 -2.4753 0.5183
C -3.6147 -2.2391 1.7297
C -2.4075 -1.4787 1.8085
N -1.7716 -0.9616 0.7919
C -2.3176 -1.2003 -0.4388
N -1.7397 -0.7688 -1.5442
H -5.1015 -3.0436 0.3886
H -4.0411 -2.6133 2.6482
H -1.9725 -1.3062 2.7874
O -1.7646 2.2137 -0.1521
S -3.1177 2.3236 -0.8274
C -4.3133 2.4452 0.5492
C -4.8848 3.8617 0.5490
C -3.8065 4.7733 -0.0260
C -3.3224 4.0648 -1.2780
H -3.7050 2.2399 1.4311
H -5.0611 1.6620 0.4404
H -5.1798 4.1506 1.5565
H -5.7766 3.9039 -0.0779
H -2.9850 4.8969 0.6870
H -4.1884 5.7658 -0.2635
H -2.3855 4.4146 -1.7106
H -4.0840 4.0698 -2.0622
Cl 0.8748 3.3885 -1.5621
Ge 0.0476 4.1379 0.3394
Cl 0.9836 6.0159 0.7411
Cl 0.8418 2.7098 1.8210

Forces on atoms 1 to 6 (eV/Å):
0.99 -0.30 -0.11
-0.13 0.06 0.10
0.22 0.10 -0.09
-0.11 -0.63 0.07
-0.43 0.46 -0.04
-0.26 0.07 -0.01